No. 1
Computed, not measured: C3H3Cl2NO16V as an isolated structure at a distorted geometry, with ωB97M-V with the def2-TZVPD basis set.

LUMO energy (spin up / spin down): 8.9 / 8.9 eV
HOMO-LUMO gap (spin up / spin down): 3.535 / 4.450 eV

Geometry as ORCA input:
```
! RIJCOSX wB97M-V def2-TZVPD def2/J DEFGRID3
* xyz -4 4
V -0.6732 -0.2318 -0.9470
C 1.1489 -0.2844 -2.9870
O 1.4647 -0.3281 -1.7392
O 2.0206 -0.1823 -3.9155
O -0.1275 -0.2792 -3.2116
C -2.8847 -0.3899 0.4784
O -3.9522 -0.3039 1.1875
O -2.8437 -0.8418 -0.7199
O -1.7654 0.0200 1.0010
Cl -1.6469 3.4242 -0.9879
O -2.6532 3.4451 0.0448
O -2.0247 4.3921 -1.9821
O -0.3689 3.7317 -0.4002
O -1.6057 2.1067 -1.5833
Cl 0.1269 -3.9365 0.3518
O -1.0343 -4.8033 0.4454
O 0.5079 -3.4011 1.6343
O 1.2653 -4.7204 -0.0958
O -0.1204 -2.8830 -0.6080
C 2.2656 0.6875 2.6547
N 2.0453 0.8434 1.1981
O 3.0272 1.0267 0.4800
O 0.8857 0.8845 0.8407
H 3.3419 0.7462 2.7931
H 1.8218 -0.2622 2.9427
H 1.7791 1.5399 3.1252
*
```

No. 2
Computed, not measured: one molecule with the formula C3H3Cl3FNO2 at a distorted geometry, with ωB97M-V with the def2-TZVPD basis set.

LUMO energy: 0.6 eV
Relative energy (zero: lowest compared OMol25 entry of this formula, charge and spin): 0.0 kcal per mole
HOMO-LUMO gap: 10.946 eV
SMILES: NC(=O)O[C@](F)(Cl)C(Cl)Cl

Geometry as ORCA input:
```
! RIJCOSX wB97M-V def2-TZVPD def2/J DEFGRID3
* xyz 0 1
C 0.9948 -0.7013 -0.2859
C -1.7040 0.4707 -2.6362
C -0.4314 -0.4024 -2.3721
N 1.1708 -0.1004 0.8985
O 1.9074 -1.3765 -0.7501
O -0.2030 -0.4589 -0.8170
F -0.5446 -1.5739 -2.9040
Cl -3.1581 -0.4091 -2.1361
Cl -1.7520 0.8829 -4.3343
Cl 0.9036 0.4847 -3.1090
H -1.5170 1.4447 -2.0341
H 2.0971 -0.3612 1.2155
H 0.4710 -0.0529 1.5774
*
```